Computed, not measured: the ion C3H9N2O7S2 with charge -1 in a non-equilibrium geometry, with wB97M-V/def2-TZVPD.

```
23
Properties=species:S:1:pos:R:3:lowdin_charge:R:1
C -1.346 -1.544 -1.027 -0.107
C -1.026 -0.794 0.274 -0.237
C -1.648 0.612 0.324 -0.819
N -0.959 1.423 -0.580 0.085
N -3.070 0.649 0.095 0.063
O -1.518 1.122 1.620 -0.037
S 0.651 -0.627 0.549 0.749
O 1.202 -1.974 0.616 -0.319
O 0.915 0.210 1.685 -0.330
O 2.011 0.250 -0.691 -0.421
S 3.544 0.297 -0.468 0.493
O 4.146 -0.761 -1.190 -0.284
O 4.070 1.641 -0.683 -0.314
O 3.693 -0.011 1.151 -0.183
H -1.771 -0.974 -1.878 0.079
H -0.452 -1.972 -1.372 0.047
H -2.043 -2.342 -1.032 0.052
H -1.433 2.388 -0.764 0.139
H -0.009 1.423 -0.243 0.044
H -3.597 0.179 0.931 0.125
H -3.471 0.215 -0.820 0.109
H -0.692 0.726 1.985 0.050
H 2.805 -0.137 1.519 0.015
```

Values from the calculation:
* energy relative to the best compared isomer or geometry (same formula, charge and spin): 1.506 eV
* lowest unoccupied orbital energy (spin up / spin down): 0.0980 / 0.0980 Eh
* E_tot: -42239.4572 eV
* total charge: -1
* SMILES: CC(C(N)(N)O)=[S@](=O)([O-])OS(=O)(=O)O
* 2S+1: 1
* max |F|: 4.787 eV Å⁻¹